Record 1
Molecular formula: C4H9NO
Method: DFT, ωB97M-V/def2-TZVPD

```
15
Properties=species:S:1:pos:R:3:mulliken_charge:R:1
O -2.143 -0.012 -0.635 -0.523
C -1.566 -0.236 0.629 -0.399
C -0.276 0.555 0.808 -0.598
N 0.792 0.152 -0.142 0.110
C 1.515 1.085 -0.763 -0.600
C 1.058 -1.152 -0.344 -0.682
H -1.522 -0.365 -1.289 0.320
H -1.384 -1.307 0.804 0.290
H -2.292 0.106 1.378 0.355
H -0.459 1.623 0.645 0.307
H 0.122 0.422 1.822 0.268
H 1.063 2.001 -1.124 0.233
H 2.527 0.811 -1.028 0.337
H 1.050 -1.844 0.493 0.235
H 1.559 -1.388 -1.275 0.344
```

Results
ΔE to the lowest compared entry with this formula, charge and spin (kJ/mol): 360.7
Net charge: 0
E_LUMO (eV): 0.72

Record 2
Molecular formula: C3H9N3O
Method: DFT, ωB97M-V/def2-TZVPD

```
16
Properties=species:S:1:pos:R:3:mulliken_charge:R:1
C -1.954 -1.007 0.350 -1.376
C -0.972 -0.144 -0.445 0.333
O -0.976 1.189 -0.022 -0.551
H -1.160 -0.272 -1.529 0.314
H -1.787 -0.901 1.425 0.352
H -1.871 -2.065 0.077 0.326
H -2.973 -0.671 0.141 0.334
N 1.452 1.534 0.823 -0.413
N 1.415 -0.085 -1.160 -0.679
C 0.524 -0.427 -0.066 0.075
N 0.500 0.625 0.978 -0.016
H 2.348 1.222 0.419 0.249
H 1.392 2.314 1.473 0.218
H 1.118 0.790 -1.590 0.221
H 2.216 -0.697 -1.253 0.211
H 0.728 -1.405 0.379 0.402
```

Results
ΔE to the lowest compared entry with this formula, charge and spin (kJ/mol): 470.5
Net charge: 0
E_LUMO (alpha / beta) (eV): 0.73 / 0.73

Record 3
Molecular formula: C3H10OSi2
Method: DFT, ωB97M-V/def2-TZVPD

```
16
Properties=species:S:1:pos:R:3:mulliken_charge:R:1
C 0.730 -1.849 0.444 -1.324
C 0.153 -0.633 -0.170 -0.071
C -2.456 1.210 -0.273 -0.972
O 2.831 0.249 0.663 -0.544
Si 1.971 0.778 -0.486 0.449
Si -1.007 0.372 0.696 0.389
H 1.329 -1.675 1.310 0.406
H 1.510 -2.263 -0.158 0.385
H -0.132 -0.827 -1.281 0.340
H -2.841 0.500 -0.905 0.357
H -3.350 1.457 0.362 0.307
H -1.885 1.966 -0.813 0.296
H 1.992 2.256 -0.305 -0.162
H -0.164 -2.532 0.749 0.293
H 1.959 0.384 -1.875 -0.109
H -0.639 0.605 2.042 -0.041
```

Results
ΔE to the lowest compared entry with this formula, charge and spin (kJ/mol): 294.2
Net charge: 0
E_LUMO (eV): -1.04

Record 4
Molecular formula: C21H28IMoN6O2S
Method: DFT, ωB97M-V/def2-TZVPD

```
60
Properties=species:S:1:pos:R:3:mulliken_charge:R:1
Mo -0.332 -0.617 0.591 1.008
C -1.650 3.500 1.208 -1.665
C -1.389 2.134 0.697 0.609
N -0.334 1.454 0.987 0.477
N 0.714 2.010 1.681 -0.499
C 1.913 1.432 1.492 0.646
N 2.992 1.944 2.031 -0.331
S 2.020 0.008 0.493 -0.290
C -2.284 1.414 -0.246 0.692
C -3.422 1.958 -0.786 -0.660
C -4.137 1.235 -1.748 -0.460
C -3.691 -0.015 -2.125 -0.956
C -2.547 -0.521 -1.522 0.185
N -1.851 0.170 -0.613 -0.216
H -0.949 4.212 0.760 0.387
H -1.533 3.517 2.296 0.471
H -2.657 3.841 0.989 0.415
H 0.591 2.888 2.171 0.272
H 2.988 2.800 2.571 0.233
H 3.884 1.487 1.904 0.253
H -3.763 2.939 -0.486 0.297
H -5.032 1.656 -2.188 0.493
H -4.218 -0.605 -2.861 0.459
H -2.183 -1.510 -1.760 0.472
I -3.385 -4.526 7.763 0.265
C -2.707 -3.205 6.324 -0.071
C -2.665 -3.606 4.985 -0.701
C -2.212 -2.731 4.024 -0.243
C -1.799 -1.443 4.392 0.344
C -1.845 -1.046 5.739 -0.660
C -2.296 -1.923 6.699 -0.536
C -1.326 -0.472 3.451 0.770
O -0.937 0.642 3.570 -0.502
O -1.249 -1.040 2.046 -0.449
H -2.991 -4.598 4.708 0.414
H -2.193 -3.040 2.987 0.433
H -1.526 -0.051 6.018 0.414
H -2.333 -1.622 7.736 0.412
C 3.503 -5.450 -0.895 -1.035
C 2.070 -5.472 -0.388 -0.812
N 1.292 -4.294 -0.844 0.162
C 0.902 -4.311 -2.272 -1.074
C 1.686 -3.321 -3.124 -0.845
C 0.978 -3.305 -0.053 1.244
C 1.430 -3.304 1.377 -1.525
N 0.176 -2.282 -0.464 0.036
H 4.031 -6.313 -0.493 0.413
H 4.028 -4.549 -0.576 0.284
H 3.549 -5.517 -1.982 0.338
H 2.039 -5.520 0.696 0.436
H 1.540 -6.349 -0.759 0.410
H -0.178 -4.150 -2.344 0.521
H 1.071 -5.326 -2.621 0.436
H 1.531 -2.286 -2.815 0.211
H 1.370 -3.413 -4.162 0.407
H 2.753 -3.528 -3.079 0.326
H 0.881 -4.055 1.947 0.479
H 1.253 -2.328 1.825 0.167
H 2.492 -3.524 1.469 0.384
H -0.160 -2.441 -1.407 -0.141
```

Results
ΔE to the lowest compared entry with this formula, charge and spin (kJ/mol): 44.1
Net charge: +3
E_LUMO (alpha / beta) (eV): -10.69 / -10.69

Record 5
Molecular formula: C5H4N2O3
Method: DFT, ωB97M-V/def2-TZVPD

```
14
Properties=species:S:1:pos:R:3:mulliken_charge:R:1
N 3.207 -0.238 0.051 -0.465
C 2.186 -0.748 -0.212 0.266
C 0.807 -0.908 -0.692 0.730
N 0.382 -0.210 -1.675 -0.534
C -0.863 0.373 -1.523 -0.159
C -1.656 0.114 -0.457 -0.240
C -1.266 -0.919 0.481 0.481
O -1.849 -1.312 1.453 -0.545
O 0.021 -1.414 0.261 -0.312
H -1.227 0.949 -2.374 0.408
H -2.622 0.596 -0.316 0.379
O 0.794 1.299 1.357 -0.669
H 0.256 1.136 2.138 0.319
H 1.831 1.283 1.508 0.343
```

Results
SMILES: N#Cc1nccc(=O)o1.O
ΔE to the lowest compared entry with this formula, charge and spin (kJ/mol): 106.7
Net charge: 0
E_LUMO (alpha / beta) (eV): -1.13 / -1.13

Record 6
Molecular formula: C5H11NO2
Method: DFT, ωB97M-V/def2-TZVPD

```
19
Properties=species:S:1:pos:R:3:mulliken_charge:R:1
C 2.324 -1.106 1.523 -1.083
C 1.261 -0.812 0.503 0.627
O 0.579 -1.761 0.057 -0.592
N 1.073 0.537 0.102 -0.179
C -0.251 0.987 -0.416 0.282
C -0.972 2.072 0.430 -1.197
C -1.276 -0.172 -0.823 -0.659
O -2.484 0.101 -1.394 -0.566
H 1.895 -1.858 2.089 0.294
H 2.920 -0.360 2.102 0.328
H 3.298 -1.449 0.973 0.271
H 1.587 1.335 0.424 0.248
H 0.065 1.619 -1.371 0.126
H -1.990 1.930 0.329 0.343
H -0.729 3.125 0.107 0.281
H -0.725 1.733 1.442 0.344
H -1.540 -0.761 0.116 0.255
H -0.810 -0.939 -1.418 0.497
H -2.756 -0.666 -2.109 0.379
```

Results
SMILES: CC(=O)N[C@H](C)CO
ΔE to the lowest compared entry with this formula, charge and spin (kJ/mol): 273.6
Net charge: 0
E_LUMO (eV): 0.81

Record 7
Molecular formula: C6H15O2
Method: DFT, ωB97M-V/def2-TZVPD

```
23
Properties=species:S:1:pos:R:3:mulliken_charge:R:1
C 2.053 -1.125 1.081 -0.315
O 3.348 -1.370 0.897 -0.855
C 1.589 0.108 0.279 -0.595
C 0.140 0.467 0.526 -0.598
C -0.980 -0.477 -0.053 -0.586
C -0.800 -1.029 -1.445 -0.599
C -1.594 -0.119 -2.396 -1.182
H 1.860 -0.926 2.252 0.084
H 1.350 -2.114 0.876 0.027
H 1.789 -0.023 -0.729 0.307
H 2.239 1.007 0.562 0.282
H -0.045 0.608 1.617 0.298
H -0.085 1.439 0.085 0.322
H -1.074 -1.332 0.700 0.400
H -1.857 0.102 0.040 0.333
H -1.211 -2.099 -1.506 0.219
H 0.115 -1.092 -1.734 0.511
H -1.470 0.935 -2.208 0.320
H -1.286 -0.281 -3.443 0.368
H -2.665 -0.507 -2.388 0.266
H -1.951 2.277 1.232 0.360
H -3.486 2.668 1.509 0.309
O -2.682 2.919 1.001 -0.676
```

Results
ΔE to the lowest compared entry with this formula, charge and spin (kJ/mol): 196.0
Net charge: -1
E_LUMO (eV): 3.05

Record 8
Molecular formula: C2H5OSn
Method: DFT, ωB97M-V/def2-TZVPD

```
9
Properties=species:S:1:pos:R:3:mulliken_spin:R:1
Sn -1.719 -3.114 -1.078 1.505
C 0.094 0.986 -0.387 -0.022
C 0.253 -0.266 0.604 -0.023
O 1.383 -1.008 0.560 -0.462
H 0.018 0.823 -1.462 -0.009
H 1.003 1.587 -0.340 -0.002
H -0.653 1.695 -0.030 -0.004
H -0.603 -0.939 0.561 0.040
H 0.226 0.235 1.571 -0.022
```

Results
Expectation value of S²: 1.187
ΔE to the lowest compared entry with this formula, charge and spin (kJ/mol): 17.4
Net charge: 0
E_LUMO (alpha / beta) (eV): -2.86 / -2.15
Multiplicity: 2

Record 9
Molecular formula: C41H83Cl32FO4Si
Method: DFT, ωB97M-V/def2-TZVPD

```
162
Properties=species:S:1:pos:R:3:mulliken_charge:R:1
C 1.392 0.212 0.784 -0.540
Si 0.882 1.441 -0.554 0.261
C 0.224 0.391 -1.977 -0.201
C 2.447 2.361 -1.036 -0.641
O -0.311 2.408 0.147 0.419
C -1.009 3.188 -0.799 -0.169
C -2.261 3.880 -0.247 -0.644
O -2.716 3.365 1.008 -0.100
C -3.485 2.253 0.877 0.368
O -3.042 1.151 1.201 -0.370
O -4.703 2.466 0.381 -0.321
C -5.484 1.254 0.370 -0.363
C -6.905 1.528 -0.036 -0.388
C -7.028 2.215 -1.370 -0.499
F -6.509 1.399 -2.366 -0.391
H 0.494 -0.060 1.328 0.141
H 2.079 0.725 1.450 -0.172
H 1.910 -0.631 0.344 0.381
H 0.474 -0.651 -1.827 0.508
H -0.857 0.500 -1.998 0.051
H 0.645 0.689 -2.932 -0.450
H 3.219 1.623 -1.244 0.331
H 2.363 2.985 -1.919 0.385
H 2.804 2.922 -0.181 -0.210
H -1.284 2.584 -1.662 0.049
H -0.341 3.990 -1.158 0.203
H -3.067 3.845 -0.975 0.309
H -2.050 4.930 -0.096 0.233
H -5.475 0.808 1.353 0.164
H -5.035 0.558 -0.327 0.369
H -7.438 2.108 0.711 0.310
H -7.427 0.580 -0.122 0.042
H -6.521 3.168 -1.362 0.542
H -8.069 2.383 -1.585 0.310
Cl -8.654 -0.799 -1.795 -0.120
C -10.156 -1.425 -1.072 -0.533
C -11.179 -0.337 -0.878 -0.465
Cl -10.685 0.830 0.376 -0.177
H -9.903 -1.908 -0.132 0.323
H -10.548 -2.181 -1.751 0.328
H -12.122 -0.774 -0.553 0.344
H -11.354 0.213 -1.799 0.308
Cl -0.054 1.545 3.861 -0.149
C -1.201 2.907 3.894 -0.110
C -1.642 3.250 5.293 -0.327
Cl -2.663 1.961 6.001 -0.241
H -2.042 2.647 3.259 -0.045
H -0.688 3.754 3.446 0.217
H -2.237 4.157 5.286 0.269
H -0.792 3.406 5.954 0.355
Cl 4.669 6.081 -1.497 -0.165
C 4.008 7.076 -0.184 -0.320
C 3.117 6.277 0.726 0.031
Cl 1.595 5.782 -0.064 -0.149
H 3.484 7.920 -0.624 0.399
H 4.856 7.454 0.384 0.087
H 2.839 6.878 1.590 0.362
H 3.616 5.380 1.080 -0.237
Cl -1.538 6.067 4.271 -0.073
C -1.990 7.487 5.250 -0.648
C -1.080 7.663 6.437 -0.372
Cl -1.297 6.366 7.639 -0.176
H -3.027 7.370 5.555 0.336
H -1.921 8.358 4.600 0.333
H -1.307 8.603 6.937 0.321
H -0.035 7.674 6.139 0.289
Cl 1.446 0.839 -5.206 -0.178
C 0.761 -0.346 -6.345 -0.444
C -0.104 -1.353 -5.635 -0.228
Cl 0.850 -2.438 -4.591 -0.162
H 1.579 -0.825 -6.877 0.351
H 0.163 0.211 -7.064 0.270
H -0.614 -1.983 -6.362 0.380
H -0.856 -0.865 -5.019 -0.002
Cl 0.205 -8.959 -4.378 -0.212
C 1.252 -7.520 -4.234 -0.372
C 0.459 -6.254 -4.050 -0.290
Cl -0.459 -5.813 -5.512 -0.196
H 1.881 -7.474 -5.118 0.358
H 1.892 -7.681 -3.367 0.165
H 1.134 -5.425 -3.841 0.222
H -0.245 -6.340 -3.227 0.322
Cl -4.353 -3.771 4.599 -0.208
C -3.261 -2.970 3.436 -0.462
C -3.665 -1.547 3.158 0.056
Cl -5.200 -1.444 2.251 -0.172
H -3.247 -3.564 2.526 0.344
H -2.265 -2.985 3.874 0.342
H -2.907 -1.059 2.546 -0.107
H -3.781 -0.978 4.076 0.246
Cl -8.282 4.610 -2.770 -0.122
C -7.080 5.358 -3.852 -0.337
C -7.363 6.817 -4.103 -0.473
Cl -8.837 7.058 -5.074 -0.187
H -7.065 4.791 -4.779 0.311
H -6.109 5.252 -3.369 0.200
H -6.539 7.259 -4.661 0.333
H -7.481 7.364 -3.171 0.328
Cl 3.258 -10.329 -1.629 -0.107
C 1.909 -11.116 -0.768 -0.413
C 0.750 -10.177 -0.564 0.039
Cl 1.130 -8.872 0.588 -0.198
H 2.288 -11.498 0.176 0.293
H 1.594 -11.962 -1.376 0.254
H -0.096 -10.721 -0.153 0.015
H 0.442 -9.718 -1.500 0.081
Cl 4.499 1.978 1.986 -0.110
C 4.316 2.028 3.764 -0.150
C 3.447 3.163 4.257 -0.659
Cl 4.165 4.802 4.062 -0.149
H 5.314 2.078 4.200 0.464
H 3.857 1.080 4.049 0.009
H 3.278 3.042 5.325 0.441
H 2.484 3.167 3.750 0.132
Cl 7.041 6.584 4.218 -0.152
C 8.014 7.505 3.041 -0.382
C 7.782 8.993 3.138 -0.542
Cl 6.154 9.475 2.608 -0.179
H 7.784 7.127 2.050 0.215
H 9.061 7.294 3.257 0.379
H 8.488 9.515 2.495 0.315
H 7.916 9.346 4.157 0.354
Cl 7.278 -0.870 5.483 -0.186
C 6.770 -1.857 4.088 -0.509
C 5.557 -1.285 3.405 0.261
Cl 4.093 -1.405 4.417 -0.215
H 6.591 -2.870 4.439 0.389
H 7.605 -1.876 3.390 0.307
H 5.353 -1.836 2.489 0.332
H 5.703 -0.240 3.149 -0.367
Cl 7.559 1.800 2.509 -0.115
C 8.492 2.546 1.184 -0.604
C 8.250 4.022 1.109 -0.545
Cl 6.573 4.339 0.591 -0.007
H 8.214 2.060 0.252 0.300
H 9.543 2.337 1.379 0.381
H 8.914 4.478 0.375 0.349
H 8.417 4.502 2.066 0.209
Cl -2.909 1.175 -3.783 -0.025
C -4.318 1.400 -4.854 -0.216
C -4.531 0.220 -5.765 -0.490
Cl -3.232 0.072 -6.981 -0.190
H -4.167 2.316 -5.421 0.305
H -5.186 1.528 -4.214 -0.044
H -5.465 0.340 -6.311 0.383
H -4.576 -0.711 -5.207 0.317
Cl 5.070 -7.327 -4.032 -0.165
C 6.177 -8.713 -3.850 -0.351
C 6.257 -9.546 -5.104 -0.454
Cl 4.734 -10.408 -5.429 -0.162
H 5.841 -9.304 -3.002 0.202
H 7.160 -8.306 -3.618 0.332
H 7.033 -10.302 -4.994 0.293
H 6.492 -8.937 -5.973 0.314
Cl 0.174 -11.964 2.268 -0.155
C -0.877 -13.116 1.405 -0.490
C -0.349 -14.525 1.468 -0.437
Cl 1.155 -14.717 0.530 -0.173
H -0.978 -12.777 0.376 0.280
H -1.856 -13.069 1.879 0.393
H -1.079 -15.210 1.041 0.296
H -0.148 -14.829 2.492 0.321
```

Results
Net charge: 0
E_LUMO (eV): 0.35

Record 10
Molecular formula: C36H31BF9IKN5O3
Method: DFT, ωB97M-V/def2-TZVPD

```
87
Properties=species:S:1:pos:R:3:mulliken_charge:R:1
K 0.272 0.597 0.325 1.163
C -0.716 -3.138 0.533 -1.051
C -1.969 -2.281 0.422 0.711
N -1.976 -1.124 1.312 1.283
C -2.081 -1.516 2.720 -1.041
C -1.151 -0.733 3.637 -0.365
C -3.043 -0.207 0.907 0.342
C -3.175 1.056 1.746 -1.684
N -1.980 1.865 1.639 0.310
C -1.788 2.862 2.488 0.190
C -0.558 3.589 2.391 -0.028
F 0.309 3.200 1.426 -0.127
C -0.210 4.625 3.210 0.068
F 0.988 5.226 3.033 -0.335
C -1.043 5.080 4.227 -0.778
C -2.245 4.413 4.346 0.359
F -3.118 4.811 5.308 -0.360
C -2.618 3.363 3.537 0.119
F -3.859 2.836 3.754 -0.369
H -0.719 -3.893 -0.258 0.438
H -0.644 -3.657 1.490 0.502
H 0.183 -2.529 0.426 -0.070
H -2.872 -2.903 0.582 0.215
H -2.035 -1.898 -0.597 -0.905
H -1.833 -2.576 2.803 0.563
H -3.126 -1.421 3.056 0.306
H -0.112 -0.921 3.362 -0.180
H -1.296 -1.045 4.675 0.456
H -1.332 0.339 3.566 -0.105
H -4.018 -0.733 0.928 0.202
H -2.860 0.086 -0.132 -0.823
H -3.410 0.774 2.779 0.431
H -4.064 1.579 1.365 0.657
H -0.766 5.896 4.876 0.473
C -4.063 -1.903 -3.206 -1.118
C -3.314 -2.993 -3.618 -0.541
C -1.934 -2.886 -3.624 -0.756
C -1.349 -1.693 -3.204 0.096
N -2.067 -0.643 -2.807 0.433
C -3.395 -0.751 -2.814 -0.029
C 0.136 -1.574 -3.168 0.274
C 0.891 -1.938 -4.275 -0.545
C 2.270 -1.816 -4.207 -0.653
C 2.841 -1.371 -3.030 -1.042
C 2.007 -1.048 -1.968 -0.401
N 0.680 -1.133 -2.034 0.621
H -5.144 -1.939 -3.176 0.436
H -3.796 -3.915 -3.920 0.389
H -1.306 -3.718 -3.917 0.498
H -3.936 0.129 -2.477 0.391
H 0.399 -2.266 -5.181 0.482
H 2.886 -2.051 -5.066 0.405
H 3.911 -1.255 -2.928 0.505
H 2.419 -0.730 -1.013 0.313
F 0.837 1.252 -4.195 -0.409
C 1.791 1.948 -3.481 1.141
C 1.468 2.538 -2.287 -1.183
C 2.528 3.187 -1.697 0.515
F 2.357 3.837 -0.511 -0.327
C 3.811 3.246 -2.218 -0.176
F 4.818 3.899 -1.596 -0.347
C 4.068 2.624 -3.426 0.988
F 5.303 2.666 -3.969 -0.375
C 3.041 1.964 -4.075 -0.320
F 3.295 1.354 -5.259 -0.409
O 2.126 -2.141 2.746 -0.210
B 2.528 -1.221 1.683 -0.153
O 3.980 -1.363 1.657 -0.912
C 4.357 -2.251 2.604 0.626
C 5.623 -2.681 2.943 -0.963
C 5.733 -3.615 3.978 -0.416
C 4.608 -4.087 4.639 -0.512
C 3.328 -3.644 4.291 -0.950
C 3.228 -2.726 3.268 0.713
H 6.494 -2.302 2.424 0.431
H 6.714 -3.972 4.270 0.349
H 4.722 -4.809 5.440 0.345
H 2.443 -4.002 4.802 0.438
N -1.550 2.703 -1.179 0.163
C -2.522 2.474 -2.063 0.723
O -3.686 2.195 -1.780 -0.763
C -2.099 2.583 -3.516 -0.259
I -2.573 4.531 -4.281 -0.063
H -1.753 2.543 -0.182 -0.072
H -0.580 2.799 -1.499 -0.118
H -2.672 1.890 -4.119 0.408
H -1.032 2.454 -3.658 -0.230
```

Results
ΔE to the lowest compared entry with this formula, charge and spin (kJ/mol): 180.0
Net charge: -2
E_LUMO (eV): 3.68

Record 11
Molecular formula: C4H15N2O
Method: DFT, ωB97M-V/def2-TZVPD

```
22
Properties=species:S:1:pos:R:3:mulliken_charge:R:1
C -0.451 -0.652 1.328 -0.602
C -1.180 -0.076 0.110 -0.518
C -0.326 0.866 -0.783 -0.690
C 0.573 1.991 -0.275 -0.550
N -0.200 2.528 0.923 -0.396
N 0.725 -1.394 0.633 -0.324
H 0.033 -0.064 2.178 0.320
H -1.193 -1.347 1.834 0.297
H -1.954 0.628 0.553 0.404
H -1.787 -0.753 -0.457 0.412
H 0.424 0.149 -1.438 0.176
H -1.082 1.171 -1.548 0.396
H 0.448 2.755 -1.062 0.307
H 1.572 1.659 -0.172 0.409
H -0.811 3.264 0.851 0.159
H 0.178 2.371 1.799 0.134
H 1.311 -0.542 0.279 0.307
H 0.521 -2.106 -0.222 0.409
H 1.251 -1.798 1.329 0.355
H 1.112 -3.273 -1.590 0.269
H 0.188 -2.842 -2.528 0.315
O 0.648 -2.533 -1.743 -0.591
```

Results
ΔE to the lowest compared entry with this formula, charge and spin (kJ/mol): 289.5
Net charge: +1
E_LUMO (eV): -3.25